{"formula": "CH8O2S2", "method": "wB97M-V/def2-TZVPD", "charge": -1, "spin_multiplicity": 2, "e_above_lowest_kj_mol": 34.5, "total_energy_ha": -989.72401, "homo_energy_ev": [0.1, -3.7], "largest_force_ha_per_bohr": 0.0597, "symbols": ["C", "S", "S", "H", "H", "H", "H", "H", "H", "O", "H", "H", "O"], "coordinates": [[2.086, 0.294, 0.304], [0.923, 1.028, -0.885], [-0.375, 2.276, 0.330], [1.688, -0.656, 0.645], [2.228, 0.952, 1.151], [2.897, 0.198, -0.343], [-0.816, 1.273, 1.044], [-0.787, -1.474, 0.567], [-1.694, -0.422, 1.216], [-0.858, -0.950, 1.357], [-1.281, -0.449, -1.288], [-2.029, -1.034, -2.544], [-1.982, -1.035, -1.554]]}